No. 1
ORCA calculation (the ωB97M-V functional and the def2-TZVPD basis) on a gas-phase ion, C19H33N2O3 (charge +1).

Geometry (Å):
C -4.66849 1.62985 0.40327
C -3.52030 0.85169 -0.24014
C -3.79493 0.77431 -1.74241
C -2.17122 1.50969 0.09593
C -1.95864 1.18639 1.59242
C -2.65091 -0.16618 1.80031
C -3.29223 -0.52284 0.43168
C -4.52142 -1.40989 0.57152
C -2.21458 -1.27599 -0.30739
O -2.14433 -2.47443 -0.40169
N -1.17295 -0.49746 -0.84498
C -0.21295 -1.18937 -1.69393
C 0.94880 -1.86160 -0.90274
O 0.63336 -1.99586 0.45959
C 2.28938 -1.12175 -1.04604
N 2.28533 0.25923 -0.52559
C 3.28385 1.13910 -1.18608
C 4.74115 0.74254 -0.99676
C 5.21469 0.71867 0.45652
C 4.77107 -0.53650 1.20479
C 3.31794 -0.52888 1.70201
C 2.32082 0.35782 0.95858
C -1.05307 0.84490 -0.63853
O -0.03531 1.43531 -0.98791
H -4.60367 1.64583 1.48574
H -5.62201 1.19139 0.12384
H -4.65754 2.65670 0.04532
H -3.03964 0.21547 -2.28921
H -4.75581 0.29823 -1.91969
H -3.83930 1.77844 -2.15831
H -2.13245 2.58079 -0.10444
H -2.41831 1.96559 2.19682
H -0.89942 1.15700 1.84978
H -3.43200 -0.10130 2.55551
H -1.95470 -0.94162 2.12154
H -4.23874 -2.36398 1.00894
H -5.26301 -0.93962 1.20895
H -4.96379 -1.60558 -0.40170
H -0.77432 -1.96748 -2.21613
H 0.16915 -0.47565 -2.42644
H 1.11739 -2.85400 -1.34688
H -0.09079 -2.63108 0.54551
H 3.05126 -1.69852 -0.52376
H 2.53937 -1.09027 -2.10808
H 1.35217 0.69642 -0.79745
H 3.05040 1.15812 -2.25339
H 3.12639 2.14717 -0.79644
H 4.93419 -0.22880 -1.45503
H 5.33003 1.47806 -1.54722
H 6.30502 0.73341 0.44791
H 4.88693 1.61689 0.98057
H 5.41570 -0.67080 2.07346
H 4.94894 -1.39847 0.55767
H 2.93751 -1.55028 1.72900
H 3.29861 -0.16539 2.73084
H 2.49864 1.40730 1.19604
H 1.32874 0.08731 1.32432

## Properties
LUMO energy (eV): -2.06
Gap between HOMO and LUMO (eV): 11.23
SMILES string: CC1(C)[C@H]2CC[C@]1(C)C(=O)N(C[C@H](O)C[NH+]1CCCCCC1)C2=O
ΔE to the lowest compared entry with this formula, charge and spin (eV): 0.0000
Charge: +1
E_HOMO (eV): -13.29

---

No. 2
ORCA calculation (the ωB97M-V functional and the def2-TZVPD basis) on a gas-phase ion, C3H8N3O (charge +1) in a non-equilibrium geometry.

Geometry (Å):
C -2.31383 -1.06835 -0.75273
C -0.69837 0.54413 -0.18451
C 1.55608 -0.03381 0.89686
N -2.19536 -1.25203 0.60360
N -1.43808 -0.70053 1.30687
N 0.74103 0.12562 -0.39520
O -1.48256 0.10136 -1.07248
H -2.02085 -1.96592 -1.16232
H -3.35017 -0.84294 -1.02362
H -0.83819 1.54353 0.10648
H 1.17618 0.81035 1.40225
H 1.32027 -1.07703 1.30033
H 2.60509 -0.03550 0.69962
H 0.53535 -0.76816 -0.82733
H 1.32733 0.65979 -1.10173

## Properties
LUMO energy (eV): -3.58
Gap between HOMO and LUMO (eV): 9.95
ΔE to the lowest compared entry with this formula, charge and spin (eV): 4.3580
Charge: +1
E_HOMO (eV): -13.53

---

No. 3
ORCA calculation (the ωB97M-V functional and the def2-TZVPD basis) on 8 unconnected molecules or ions with the total composition C38H93ClN7O11 in a non-equilibrium geometry.

Geometry (Å):
Cl -12.42876 4.50508 30.95347
O -13.38788 4.94393 31.93472
O -12.65890 3.11374 30.78505
O -12.72291 5.18864 29.71472
O -11.14677 4.96735 31.38555
C -9.35018 5.06301 28.32475
C -9.61861 6.61070 28.50191
C -8.45584 7.38708 29.12510
O -8.80818 8.76045 29.31906
C -7.68030 9.63700 29.42780
N -9.87271 7.04318 27.07130
H -8.61734 4.82732 27.55306
H -10.30418 4.60139 28.07001
H -9.08250 4.69332 29.31458
H -10.56842 6.81510 28.99606
H -7.60944 7.31196 28.44240
H -8.05587 6.93559 30.03301
H -7.98831 10.68023 29.49796
H -6.86393 9.53335 28.71303
H -7.22657 9.34444 30.37471
H -9.20411 6.70532 26.39387
H -9.91568 8.04424 27.19838
C -16.59906 4.63087 29.68222
C -16.85705 6.11571 29.62904
C -16.12858 6.65976 28.37849
O -16.03549 8.05281 28.54137
C -15.70893 8.70601 27.34490
N -18.22116 6.31179 29.32243
H -17.28301 4.05173 30.30262
H -15.66119 4.27285 30.10684
H -16.60413 4.14148 28.70827
H -16.49123 6.55678 30.55626
H -16.47672 6.33581 27.39770
H -15.10073 6.29700 28.38106
H -16.58898 9.21003 26.94541
H -15.30603 8.07132 26.55564
H -14.91873 9.43271 27.53358
H -18.84655 5.72835 29.85965
H -18.53099 6.12410 28.37964
C -5.42974 1.60415 35.26695
C -6.58090 1.89816 34.31240
C -6.09469 2.14207 32.85697
O -7.19679 2.41483 31.93754
C -7.65556 3.72927 31.89649
N -7.42790 0.74607 34.21414
H -4.78944 2.44252 35.54128
H -4.72273 0.82279 34.98819
H -5.87231 1.21285 36.18298
H -7.19230 2.74580 34.62191
H -5.50427 1.35984 32.37985
H -5.35512 2.93072 32.99542
H -8.44497 3.83820 31.15280
H -6.93464 4.51154 31.65896
H -8.16575 4.08776 32.79052
H -8.00421 0.99558 33.42312
H -6.89208 -0.02374 33.83943
C -14.23620 10.33740 30.62222
C -13.39884 9.03785 30.42791
C -12.06902 8.84184 31.31093
O -12.54192 8.78949 32.67509
C -11.48094 8.34215 33.58246
N -14.23637 7.85091 30.50824
H -14.92762 10.56786 29.81172
H -13.71159 11.26227 30.86207
H -14.90629 10.21488 31.47315
H -12.99791 9.09958 29.41621
H -11.46683 9.73164 31.12733
H -11.54818 7.93801 30.99483
H -11.91478 8.25597 34.57868
H -10.63402 9.02499 33.51497
H -11.21354 7.34589 33.23020
H -13.61521 7.08736 30.28182
H -14.79852 7.84385 29.66917
C -11.69937 3.96331 25.51014
C -13.03556 4.61639 25.95138
C -13.99889 3.62484 26.61255
O -14.29664 2.58744 25.70528
C -14.91442 1.49292 26.28732
N -12.71402 5.79297 26.76738
H -11.95069 3.25985 24.71635
H -11.19948 3.34566 26.25626
H -10.94690 4.64695 25.11706
H -13.52889 5.03275 25.07310
H -14.88802 4.19609 26.87942
H -13.53536 3.24485 27.52296
H -15.88019 1.41484 26.78663
H -14.20362 1.05485 26.98802
H -14.90486 0.67202 25.57027
H -11.75049 6.05080 26.60857
H -12.77725 5.51997 27.73772
C -9.66405 1.71219 28.74848
C -10.22556 0.39413 28.25212
C -8.98400 -0.43965 27.83715
C -8.30157 -1.21588 29.01586
C -9.33065 -1.89002 29.95510
C -10.47726 -0.98598 30.48875
N -11.02944 -0.37550 29.23128
O -12.25222 0.26013 29.45165
C -11.44960 -1.94779 31.09812
C -9.92928 -0.03234 31.55158
C -11.09091 0.67528 26.92671
H -10.42380 2.33113 29.22576
H -9.11673 2.19719 27.94020
H -8.88747 1.51174 29.48660
H -9.28325 -1.16994 27.08533
H -8.17258 0.12688 27.38028
H -7.83576 -0.44239 29.62647
H -7.52299 -1.88980 28.65845
H -8.81651 -2.25057 30.84604
H -9.61614 -2.81624 29.45640
H -12.48693 -1.62419 31.01268
H -11.54505 -2.85025 30.49432
H -11.28469 -2.18212 32.14979
H -8.96396 0.38779 31.26921
H -10.63135 0.74570 31.85133
H -9.58061 -0.52693 32.45816
H -12.07923 1.08885 27.12739
H -11.44281 -0.24382 26.45820
H -10.57435 1.23306 26.14561
H -11.97153 1.02516 29.95913
C -19.72997 1.78409 30.50028
C -18.68127 1.28164 31.39276
C -17.43901 0.99819 30.51387
C -16.13457 0.67818 31.21458
C -15.83593 1.90380 32.19903
C -17.05587 2.35955 33.04743
N -18.30607 2.36380 32.32383
O -19.42585 2.87216 33.03018
C -17.17273 1.54361 34.35103
C -16.62397 3.79247 33.45064
C -19.22366 -0.02389 32.05297
H -19.96166 1.09636 29.68699
H -19.58636 2.75045 30.01692
H -20.68599 2.00355 30.97563
H -17.58129 0.12584 29.87601
H -17.23646 1.77683 29.77848
H -15.40441 0.44343 30.44008
H -16.22925 -0.23569 31.80107
H -15.45870 2.70666 31.56561
H -15.05567 1.49928 32.84374
H -16.30417 1.68854 34.99345
H -18.08756 1.64658 34.93464
H -17.27456 0.50588 34.03347
H -16.28960 4.29613 32.54365
H -17.45312 4.40192 33.81005
H -15.73107 3.70916 34.07024
H -18.40744 -0.63416 32.43956
H -19.83225 -0.65783 31.40809
H -19.90326 0.13824 32.88960
H -19.63476 3.51260 32.34622

## Properties
Multiplicity: 2
LUMO energy (spin up / spin down) (eV): 3.58 / 3.51
Gap between HOMO and LUMO (spin up / spin down) (eV): 1.01 / 7.79
Charge: -2
E_HOMO (spin up / spin down) (eV): 2.57 / -4.28

---

No. 4
ORCA calculation (the ωB97M-V functional and the def2-TZVPD basis) on a molecular structure, C10H17Cl2N5O2SSbSn.

Geometry (Å):
Sn -0.10105 0.65756 -0.99878
N 2.50784 2.28768 -2.15598
N 2.74018 3.34558 -1.26355
C 1.95855 3.52727 -0.20192
N 2.15834 4.54288 0.60739
N 0.97464 2.57809 -0.05664
N 0.04700 2.67810 0.90096
O -0.02717 3.48197 1.76825
O -0.82667 1.73532 0.77050
H 3.35544 1.73064 -2.22157
H 2.31554 2.67532 -3.07650
H 3.48647 4.00437 -1.45206
H 2.89176 5.21472 0.42454
H 1.57579 4.69267 1.41752
Cl -2.84338 -0.14810 -0.66684
C -3.03433 -0.42162 1.05910
C -4.22871 -0.02117 1.62073
C -4.43515 -0.23803 2.97654
C -3.45760 -0.83910 3.75166
C -2.26144 -1.22089 3.16604
Cl -1.05852 -1.97630 4.15652
C -2.01772 -1.02448 1.80266
S -0.45964 -1.46790 1.07391
H -4.98808 0.44856 1.01056
H -5.36868 0.06776 3.42935
H -3.61307 -1.00733 4.80878
C 1.06068 -4.59285 2.37203
Sb -0.53122 -3.90881 1.19408
C -0.22118 -4.47168 -0.80370
C -2.48502 -4.43722 1.74054
H 1.08977 -5.67599 2.24137
H 0.90361 -4.33802 3.41561
H 1.98007 -4.15038 1.99428
H -0.22721 -5.56089 -0.86062
H 0.74163 -4.10336 -1.15198
H -1.03053 -4.07049 -1.41024
H -2.59227 -5.48768 1.46473
H -3.17822 -3.83055 1.16080
H -2.63705 -4.30326 2.80776

## Properties
LUMO energy (eV): -10.66
Gap between HOMO and LUMO (eV): 7.05
ΔE to the lowest compared entry with this formula, charge and spin (eV): 0.1657
Charge: +3
E_HOMO (eV): -17.72

---

No. 5
ORCA calculation (the ωB97M-V functional and the def2-TZVPD basis) on a single C2H4N4 molecule in a non-equilibrium geometry.

Geometry (Å):
C 1.01930 0.70019 -0.41617
N 0.17706 1.07093 0.37936
N -1.07433 0.67494 0.38335
C -0.96648 -0.77093 0.44444
N 0.07002 -1.32004 -0.11453
N 0.59355 -0.43105 -1.14823
H 2.15825 1.06765 -0.04648
H -1.73638 1.12422 1.16824
H -1.54182 -1.25309 1.12303
H 1.30083 -0.86281 -1.77301

## Properties
LUMO energy (eV): 0.86
Gap between HOMO and LUMO (eV): 9.46
SMILES string: C1=NNC=NN1
ΔE to the lowest compared entry with this formula, charge and spin (eV): 4.1467
Charge: 0
E_HOMO (eV): -8.60